{
  "formula": "C22H23N3O4RuS5Se",
  "method": "ωB97M-V/def2-TZVPD",
  "s2": 8.8384,
  "e_lumo_ev": [2.4, 1.0],
  "fmax_ev_per_a": 1.4,
  "total_charge": -1,
  "spin_multiplicity": 6,
  "homo_lumo_gap_ev": [6.97, 5.83],
  "elements": ["H", "H", "N", "H", "O", "H", "C", "N", "H", "C", "C", "N", "C", "H", "H", "O", "H", "C", "C", "H", "C", "C", "C", "C", "C", "C", "S", "C", "C", "H", "H", "O", "H", "C", "H", "C", "C", "H", "C", "S", "H", "Se", "S", "C", "Ru", "H", "H", "H", "H", "C", "C", "H", "O", "H", "S", "H", "S", "H", "C"],
  "coordinates": [[-3.614, -2.836, -1.885], [-3.069, -2.800, -3.564], [-2.286, -1.316, -2.310], [-1.974, -2.529, 0.292], [4.182, 2.449, -1.371], [0.007, -0.514, -4.354], [-2.467, -2.331, 1.233], [-0.715, -1.151, -4.054], [-2.618, 2.143, -0.732], [2.649, -1.884, -1.139], [-0.158, 2.947, 1.829], [-2.437, 0.004, 0.797], [-3.346, 0.519, 3.393], [-0.008, -2.987, -3.284], [0.485, -2.588, -4.925], [2.041, 3.249, 0.038], [2.762, -2.883, 0.740], [-2.706, -1.025, 1.654], [3.332, -2.534, -0.111], [-1.999, -3.427, -2.288], [4.774, -1.602, -2.278], [-2.638, 1.248, 1.213], [0.513, 2.158, 3.983], [-0.346, -2.557, -4.226], [-3.182, -0.773, 2.965], [-3.077, 1.553, 2.506], [0.901, -1.700, -0.930], [3.377, -1.436, -2.269], [-2.752, -2.673, -2.529], [0.568, 3.615, 5.546], [5.207, -3.216, 0.657], [2.904, 0.709, 0.268], [-1.167, -3.144, -4.634], [-0.073, 4.475, 3.686], [-2.718, 3.307, 0.632], [0.348, 3.429, 4.501], [0.272, 1.891, 2.629], [-3.180, 2.587, 2.808], [-1.375, -0.630, -3.013], [0.520, 0.265, 2.038], [6.506, -2.352, -1.275], [2.782, 2.005, -0.723], [2.651, -0.751, -3.673], [5.429, -2.234, -1.243], [0.430, 0.518, -0.330], [-0.633, 5.026, 1.684], [-3.661, 0.737, 4.405], [-2.662, -3.165, 1.894], [-3.356, -1.618, 3.620], [4.703, -2.715, -0.161], [-0.325, 4.225, 2.347], [-0.185, 5.477, 4.081], [1.684, 1.447, -1.890], [5.320, -1.212, -3.126], [-0.454, 2.698, 0.096], [-2.550, -0.843, -1.452], [-1.178, 1.032, -2.658], [0.858, 1.345, 4.611], [-2.292, 2.368, 0.280]],
  "atomic_forces_ev_per_a": [[0.0, 0.0, 0.0], [0.0, 0.0, 0.0], [0.2, -0.2, 0.2], [0.0, 0.1, 0.0], [0.2, -0.1, -0.3], [0.1, 0.1, 0.0], [0.2, -0.2, -0.1], [0.1, -0.3, 0.0], [-0.1, 0.0, 0.0], [0.0, -0.1, 0.4], [0.2, 0.3, 0.0], [-0.4, -0.1, -0.1], [0.0, 0.2, 0.0], [0.1, 0.0, 0.0], [0.0, 0.0, 0.0], [0.0, 0.1, 0.1], [0.0, 0.0, 0.0], [-0.1, 0.5, 0.1], [0.0, 0.1, -0.1], [-0.1, 0.0, 0.0], [0.1, 0.0, 0.1], [0.2, 0.0, 0.1], [0.0, 0.0, 0.0], [-0.1, 0.0, 0.0], [0.1, -0.3, -0.1], [-0.1, 0.0, 0.0], [-0.1, 0.4, -0.1], [-0.3, 0.0, -0.2], [0.1, 0.0, 0.1], [0.0, 0.0, 0.0], [0.0, 0.0, 0.0], [-0.3, -0.2, 0.1], [0.0, 0.0, 0.0], [-0.1, 0.0, 0.0], [0.0, 0.0, -0.1], [0.0, 0.0, 0.0], [0.0, 0.0, 0.0], [0.0, 0.0, 0.0], [-0.5, 0.4, 0.0], [-0.3, -0.2, -0.5], [0.0, 0.0, 0.0], [0.9, 1.0, 0.0], [0.1, 0.0, 0.2], [0.1, 0.0, -0.1], [0.3, -0.7, -0.6], [0.1, 0.0, 0.0], [0.0, 0.0, 0.0], [0.0, 0.1, 0.0], [0.0, 0.1, 0.0], [-0.1, 0.0, 0.1], [0.0, 0.0, 0.0], [0.0, 0.0, 0.0], [-0.5, -0.3, 0.5], [0.0, 0.0, 0.0], [-0.6, -0.2, 0.5], [-0.1, 0.0, -0.1], [0.2, -0.3, 0.1], [0.0, 0.0, 0.0], [0.4, 0.0, -0.1]]
}